# 1
Here is a cluster of 13 separate species, C52H96BO43 in total from the OMol25 dataset. Energies are from ωB97M-V with the def2-TZVPD basis set.

Geometry as ORCA input:
```
! RIJCOSX wB97M-V def2-TZVPD def2/J DEFGRID3
* xyz -1 1
O -9.281 -22.581 -12.565
C -10.443 -22.714 -12.803
O -11.249 -21.831 -13.350
B -12.633 -22.364 -13.384
O -12.528 -23.711 -12.799
C -11.273 -23.978 -12.424
O -10.816 -24.989 -12.009
O -13.117 -22.392 -14.790
C -13.926 -21.366 -15.000
O -14.351 -21.004 -16.055
C -14.312 -20.848 -13.591
O -13.582 -21.471 -12.690
O -15.066 -19.931 -13.433
C -4.076 -26.852 -14.785
C -4.605 -26.628 -13.398
O -5.841 -27.314 -13.176
C -7.008 -26.842 -13.585
O -8.030 -27.433 -13.444
O -6.905 -25.604 -14.078
C -8.033 -25.023 -14.704
H -4.869 -26.649 -15.509
H -3.633 -27.835 -14.944
H -3.318 -26.129 -15.100
H -4.759 -25.551 -13.314
H -3.928 -26.967 -12.620
H -8.448 -25.731 -15.425
H -7.777 -24.088 -15.193
H -8.813 -24.831 -13.967
C -5.109 -26.310 -9.678
C -6.541 -26.041 -9.318
O -7.351 -26.524 -10.368
C -8.626 -26.864 -10.200
O -9.240 -27.499 -10.996
O -9.124 -26.331 -9.065
C -10.516 -26.381 -8.874
H -4.971 -27.341 -10.014
H -4.411 -26.210 -8.843
H -4.727 -25.677 -10.480
H -6.737 -24.979 -9.133
H -6.797 -26.456 -8.337
H -10.770 -25.864 -7.950
H -10.925 -27.392 -8.831
H -10.982 -25.812 -9.679
C -14.349 -21.191 -21.574
C -15.572 -20.492 -20.975
O -15.129 -19.657 -19.908
C -16.030 -18.837 -19.377
O -17.128 -18.576 -19.776
O -15.558 -18.264 -18.257
C -14.204 -18.391 -17.871
H -14.515 -21.531 -22.594
H -14.153 -22.065 -20.953
H -13.469 -20.551 -21.527
H -16.248 -21.258 -20.588
H -16.183 -19.974 -21.714
H -14.045 -18.015 -16.863
H -13.569 -17.700 -18.435
H -13.798 -19.397 -17.894
C -17.761 -21.206 -16.397
C -18.948 -21.605 -15.528
O -19.722 -22.638 -16.096
C -20.755 -22.310 -16.871
O -21.223 -21.212 -16.993
O -21.210 -23.410 -17.441
C -22.387 -23.308 -18.199
H -17.273 -20.356 -15.915
H -18.105 -20.858 -17.374
H -17.013 -21.989 -16.517
H -19.549 -20.723 -15.296
H -18.537 -21.907 -14.568
H -22.246 -22.707 -19.103
H -23.289 -22.901 -17.746
H -22.632 -24.278 -18.628
C -7.819 -18.069 -13.155
C -8.240 -19.302 -12.378
O -8.179 -19.073 -10.972
C -7.066 -19.328 -10.315
O -6.030 -19.731 -10.774
O -7.265 -18.991 -9.048
C -6.258 -19.311 -8.103
H -8.587 -17.302 -13.050
H -7.703 -18.293 -14.216
H -6.840 -17.719 -12.825
H -7.499 -20.056 -12.655
H -9.213 -19.686 -12.670
H -6.039 -20.377 -8.151
H -6.578 -18.935 -7.138
H -5.319 -18.808 -8.354
C -15.621 -15.848 -15.673
C -15.847 -17.126 -14.866
O -16.564 -16.804 -13.662
C -17.855 -17.088 -13.631
O -18.481 -17.603 -14.516
O -18.313 -16.743 -12.428
C -19.711 -16.907 -12.197
H -15.475 -15.021 -14.976
H -16.422 -15.565 -16.357
H -14.735 -15.941 -16.302
H -14.870 -17.490 -14.560
H -16.387 -17.858 -15.459
H -19.980 -17.935 -12.447
H -20.266 -16.121 -12.701
H -19.812 -16.885 -11.112
C -23.319 -20.613 -9.926
C -22.474 -21.125 -11.065
O -21.210 -20.459 -10.975
C -20.306 -20.866 -11.882
O -20.482 -21.704 -12.721
O -19.175 -20.234 -11.595
C -18.025 -20.428 -12.418
H -22.955 -20.952 -8.952
H -24.322 -21.029 -10.040
H -23.373 -19.529 -9.845
H -22.996 -20.864 -11.989
H -22.367 -22.208 -11.052
H -18.141 -19.960 -13.393
H -17.822 -21.490 -12.574
H -17.140 -20.111 -11.875
C -15.229 -30.546 -14.628
C -14.951 -29.551 -13.515
O -13.556 -29.370 -13.365
C -13.025 -28.383 -12.593
O -11.887 -28.051 -12.654
O -13.969 -27.925 -11.766
C -13.732 -26.665 -11.117
H -14.689 -31.483 -14.552
H -15.072 -29.996 -15.557
H -16.297 -30.766 -14.543
H -15.335 -29.925 -12.558
H -15.532 -28.635 -13.651
H -13.698 -25.793 -11.761
H -12.814 -26.764 -10.543
H -14.515 -26.571 -10.368
C -12.414 -25.371 -16.122
C -12.614 -26.884 -16.331
O -11.384 -27.398 -16.839
C -10.395 -27.823 -16.066
O -10.386 -27.771 -14.869
O -9.471 -28.350 -16.863
C -8.213 -28.646 -16.290
H -13.222 -24.937 -15.537
H -12.428 -24.977 -17.139
H -11.454 -25.214 -15.635
H -13.385 -27.058 -17.075
H -12.811 -27.361 -15.369
H -7.746 -27.782 -15.812
H -7.487 -28.765 -17.096
H -8.248 -29.448 -15.560
C -10.940 -20.641 -16.812
C -11.021 -19.559 -15.737
O -11.624 -18.357 -16.193
C -11.337 -17.190 -15.667
O -10.521 -17.009 -14.805
O -12.109 -16.250 -16.196
C -12.168 -14.981 -15.586
H -11.718 -20.472 -17.559
H -10.976 -21.652 -16.422
H -9.998 -20.466 -17.337
H -10.015 -19.343 -15.376
H -11.551 -19.965 -14.876
H -11.206 -14.614 -15.227
H -12.785 -15.048 -14.685
H -12.649 -14.208 -16.178
C -16.660 -26.124 -15.403
C -17.544 -25.060 -14.763
O -16.787 -24.059 -14.095
C -16.442 -24.254 -12.827
O -16.556 -25.309 -12.253
O -16.068 -23.103 -12.313
C -15.767 -23.052 -10.930
H -15.859 -25.756 -16.044
H -17.321 -26.786 -15.964
H -16.132 -26.717 -14.653
H -18.308 -25.522 -14.139
H -18.073 -24.521 -15.549
H -15.652 -21.989 -10.727
H -14.854 -23.581 -10.649
H -16.584 -23.471 -10.340
O -12.912 -24.200 -8.662
C -13.231 -23.064 -8.441
O -14.282 -22.714 -7.685
C -15.067 -23.756 -7.153
C -14.457 -24.331 -5.875
C -12.603 -21.812 -9.001
H -15.293 -24.511 -7.907
H -16.052 -23.415 -6.823
H -15.002 -25.102 -5.333
H -14.195 -23.530 -5.180
H -13.489 -24.778 -6.124
H -12.595 -21.021 -8.257
H -13.204 -21.504 -9.857
H -11.595 -22.079 -9.312
*
```

Results
Largest force on an atom = 2.21 eV/A
E_HOMO = -7.605 eV
HOMO-LUMO gap = 9.703 eV



# 2
Here is a structure of composition C24H54FN2NbO7P from the OMol25 dataset. Energies are from ωB97M-V with the def2-TZVPD basis set.

Geometry as ORCA input:
```
! RIJCOSX wB97M-V def2-TZVPD def2/J DEFGRID3
* xyz -1 1
C -6.238 -2.692 0.138
C -6.266 -1.303 -0.515
C -5.345 -1.217 -1.731
N -3.957 -0.993 -1.329
Nb -2.988 0.516 -2.370
C -1.194 -0.929 -2.466
C -1.513 -2.327 -3.050
C -1.005 -3.542 -2.297
N -0.480 -3.401 -0.977
O -1.033 -4.651 -2.808
P -1.550 2.114 -3.856
O -2.305 3.417 -3.979
C -2.041 1.725 -0.681
F -0.635 1.488 -0.598
C -2.690 1.542 0.705
C -1.705 1.063 1.768
H -6.282 -2.614 1.218
H -7.085 -3.293 -0.176
H -5.334 -3.227 -0.126
H -7.282 -1.046 -0.789
H -5.888 -0.590 0.206
H -5.683 -0.382 -2.338
H -5.449 -2.106 -2.349
H -3.456 -1.865 -1.228
H -4.437 1.665 -2.453
H -3.480 -0.171 -4.005
H -0.443 -0.470 -3.106
H -0.733 -0.994 -1.488
H -1.111 -2.402 -4.053
H -2.588 -2.452 -3.149
H -0.987 -2.704 -0.457
H 0.492 -3.140 -1.004
H -0.276 2.379 -3.274
H -1.267 1.604 -5.154
H -2.112 2.779 -0.944
H -3.561 0.902 0.682
H -3.033 2.522 1.028
H -1.145 0.194 1.447
H -2.281 0.763 2.633
H -1.024 1.851 2.055
C -2.256 3.529 5.543
C -2.430 2.030 5.489
O -3.082 1.502 4.626
C -1.729 1.225 6.560
H -2.799 3.985 4.719
H -2.638 3.918 6.489
H -1.198 3.784 5.459
H -2.090 1.520 7.547
H -0.654 1.400 6.512
H -1.927 0.168 6.405
C 3.169 0.755 1.740
C 2.386 2.002 2.058
O 1.440 1.987 2.809
C 2.844 3.268 1.383
H 2.743 -0.087 2.281
H 3.133 0.554 0.670
H 4.210 0.891 2.035
H 2.785 3.159 0.299
H 3.873 3.480 1.669
H 2.204 4.092 1.691
C 4.617 4.761 5.386
C 5.437 4.453 4.157
O 5.272 3.437 3.529
C 6.467 5.479 3.747
H 3.915 3.950 5.566
H 5.270 4.876 6.253
H 4.063 5.690 5.241
H 7.192 5.622 4.549
H 5.981 6.434 3.542
H 6.982 5.140 2.852
C -1.796 -7.075 -7.801
C -2.444 -5.985 -6.971
O -3.506 -5.511 -7.291
C -1.694 -5.542 -5.740
H -2.428 -7.308 -8.655
H -0.819 -6.743 -8.155
H -1.659 -7.973 -7.197
H -0.712 -5.159 -6.022
H -1.557 -6.379 -5.056
H -2.244 -4.761 -5.228
C 6.953 -1.701 -1.157
C 6.589 -0.516 -0.293
O 5.600 0.138 -0.499
C 7.526 -0.191 0.849
H 6.204 -1.826 -1.934
H 7.929 -1.541 -1.619
H 6.999 -2.606 -0.551
H 8.524 0.027 0.464
H 7.594 -1.040 1.531
H 7.153 0.675 1.390
*
```

Results
Largest force on an atom = 3.14 eV/A
E_HOMO = -4.430 eV
HOMO-LUMO gap = 6.247 eV



# 3
Here is a structure of composition C12H18FNO2 from the OMol25 dataset. Energies are from ωB97M-V with the def2-TZVPD basis set.

Geometry as ORCA input:
```
! RIJCOSX wB97M-V def2-TZVPD def2/J DEFGRID3
* xyz 0 1
O 5.155 1.304 0.358
C 5.192 0.128 1.064
C 3.739 -0.254 1.140
N 3.120 -1.087 -0.008
H 3.725 -1.986 -0.375
C 2.740 -0.329 -1.110
C 1.377 0.379 -0.857
H 1.504 1.224 -0.309
C 0.252 -0.431 -0.897
C -0.958 0.243 -0.546
H -1.303 1.134 -1.370
H -1.000 1.011 0.256
O -1.991 -0.865 -0.458
C -3.257 -0.222 -0.013
C -3.796 0.968 -0.055
C -5.184 1.188 0.508
C -5.945 0.001 0.631
C -5.541 -1.186 0.541
C -4.076 -1.254 0.089
H -3.824 -2.316 0.176
H -6.214 -1.975 0.519
H -7.133 0.446 0.975
H -5.450 2.358 0.520
F -3.062 2.130 0.067
H 0.530 -0.929 -0.194
H 0.258 -1.070 -1.689
H 1.312 0.909 -1.930
H 3.631 0.648 -1.388
H 2.647 -0.955 -1.905
H 3.542 -1.057 2.098
H 2.958 0.634 1.302
H 5.628 -0.685 0.504
H 5.442 0.386 2.101
H 5.984 1.512 0.253
*
```

Results
Largest force on an atom = 13.33 eV/A
E_HOMO = -8.399 eV
HOMO-LUMO gap = 9.025 eV
ΔE to the lowest compared entry with this formula, charge and spin = 10.101 eV



# 4
Here is a structure of composition C5H6N2O from the OMol25 dataset. Energies are from ωB97M-V with the def2-TZVPD basis set.

Geometry as ORCA input:
```
! RIJCOSX wB97M-V def2-TZVPD def2/J DEFGRID3
* xyz 0 1
C -1.818 -0.457 -0.053
C 0.144 1.255 0.117
C 1.473 1.176 -0.162
C 1.800 -1.091 -0.226
C 0.400 -1.241 0.278
H -2.513 1.234 0.399
H -2.037 -1.469 -0.821
H -0.457 2.211 0.083
H 2.068 2.212 -0.310
H 2.250 -2.076 -0.123
H -0.253 -2.073 0.157
N -2.988 0.197 -0.202
N -0.428 -0.038 0.788
O 2.360 0.160 0.073
*
```

Results
Largest force on an atom = 8.77 eV/A
E_HOMO = -8.463 eV
HOMO-LUMO gap = 8.989 eV
ΔE to the lowest compared entry with this formula, charge and spin = 7.315 eV



For the records above, the corresponding LUMO level values read 2.10, 1.82, 0.63, 0.53 eV.